{
  "formula": "C58H125N4O28P7",
  "method": "wB97M-V/def2-TZVPD",
  "smiles": "CCOP(=O)(OCC)OCC.CCOP(=O)(OCC)OCC.CCOP(=O)(OCC)OCC.CCOP(=O)(OCC)OCC.CCOP(=O)(OCC)OCC.CCOP(=O)(OCC)OCC.CCOP(=O)(OCC)OCC.c1cc[nH]c1.c1cc[nH]c1.c1cc[nH]c1.c1cc[nH]c1",
  "homo_energy_ev": -7.86,
  "energy_ev": -190503.3046,
  "orbital_gap_ev": 8.3,
  "species": ["P", "P", "P", "P", "P", "P", "P", "O", "O", "O", "O", "O", "O", "O", "O", "O", "O", "O", "O", "O", "O", "O", "O", "O", "O", "O", "O", "O", "O", "O", "O", "O", "O", "O", "O", "N", "N", "N", "N", "C", "C", "C", "C", "C", "C", "C", "C", "C", "C", "C", "C", "C", "C", "C", "C", "C", "C", "C", "C", "C", "C", "C", "C", "C", "C", "C", "C", "C", "C", "C", "C", "C", "C", "C", "C", "C", "C", "C", "C", "C", "C", "C", "C", "C", "C", "C", "C", "C", "C", "C", "C", "C", "C", "C", "C", "C", "C", "H", "H", "H", "H", "H", "H", "H", "H", "H", "H", "H", "H", "H", "H", "H", "H", "H", "H", "H", "H", "H", "H", "H", "H", "H", "H", "H", "H", "H", "H", "H", "H", "H", "H", "H", "H", "H", "H", "H", "H", "H", "H", "H", "H", "H", "H", "H", "H", "H", "H", "H", "H", "H", "H", "H", "H", "H", "H", "H", "H", "H", "H", "H", "H", "H", "H", "H", "H", "H", "H", "H", "H", "H", "H", "H", "H", "H", "H", "H", "H", "H", "H", "H", "H", "H", "H", "H", "H", "H", "H", "H", "H", "H", "H", "H", "H", "H", "H", "H", "H", "H", "H", "H", "H", "H", "H", "H", "H", "H", "H", "H", "H", "H", "H", "H", "H", "H", "H", "H", "H", "H", "H", "H", "H", "H"],
  "coordinates": [[0.9980, -5.5408, -2.1001], [0.2032, -0.8317, -0.6341], [-0.8452, 5.4022, -1.5810], [-4.0487, 0.4906, 3.1770], [4.0268, -2.9616, 5.5116], [-3.6439, 6.3027, 2.5014], [6.3749, -1.9243, -2.5023], [5.8549, -0.4846, -2.9376], [-0.4603, -5.9704, -1.8720], [-3.0360, 5.5786, 1.2060], [-0.2457, 6.8086, -1.2445], [-2.7601, 7.6341, 2.7150], [4.6769, -3.6437, 6.6372], [7.5290, -2.4169, -3.2329], [-4.8812, -0.6321, 2.4225], [2.5406, -3.3618, 5.2531], [-0.5157, 4.4075, -0.4129], [1.2994, -4.8630, -3.3740], [6.7173, -1.6558, -0.9212], [0.5493, -0.6915, 0.8949], [-2.8899, -0.3108, 3.9314], [-0.1874, 0.5764, -1.1910], [-5.1357, 6.5555, 2.5958], [4.5541, -3.2643, 4.0278], [-0.8949, -1.8085, -0.8385], [1.7356, -6.8567, -1.8546], [3.9786, -1.3664, 5.6605], [1.4788, -4.6391, -0.8777], [1.5427, -1.2323, -1.3430], [-3.5265, 1.5340, 2.2859], [-2.9787, 5.3885, 3.6284], [4.9840, -2.7819, -2.4787], [-2.2987, 5.4399, -1.7433], [-4.9649, 1.0516, 4.3370], [-0.0352, 4.7783, -2.7452], [-3.2938, -2.1377, -2.2626], [0.4242, -3.6928, -5.6710], [-8.0360, 1.1622, -1.8030], [4.8576, 0.7022, -0.1530], [-8.2436, -0.1790, -1.5864], [-4.9781, 4.7618, -0.0888], [1.4983, -5.0891, 0.4637], [-9.2717, 1.1185, -0.0268], [-5.0692, 0.2314, 0.1529], [5.6327, 1.3276, 0.7373], [-1.7396, -0.5784, 3.0392], [-2.1666, 9.8449, 2.2407], [-0.4670, -2.3029, -7.1483], [6.8014, 0.6313, -2.8091], [-4.4995, 4.9354, 5.4231], [0.3954, -3.1836, -7.8219], [-3.2514, -1.6968, -3.5538], [4.8969, -4.3403, 1.9648], [-3.3142, 5.6742, 5.0234], [7.4225, -2.7925, -0.2054], [-1.1236, 7.8596, -0.6854], [1.0155, 4.3864, 1.5851], [4.2636, -4.4963, 3.3293], [-0.3823, -2.6050, -5.8145], [-3.3599, 8.9182, 2.3106], [4.0356, 1.5962, -0.8100], [2.6299, -0.4664, 2.1689], [1.4122, -5.2010, 6.3184], [1.6540, -3.7126, 6.3233], [-1.5853, -5.1643, -2.2743], [0.1073, 5.3526, -4.0840], [1.6127, 0.2094, 1.2617], [4.8080, -3.8504, -3.4751], [1.3753, -8.1342, -2.3715], [4.9452, -0.6406, 6.4682], [-4.4398, -2.8292, -2.0675], [-2.2603, 1.5074, -2.0500], [0.9446, -4.0367, -6.9028], [7.0569, 1.0860, -4.1984], [-5.1309, -2.8180, -3.2461], [1.5293, -1.7390, -2.6396], [2.2278, -0.8283, -3.6368], [-1.4905, 1.0474, -0.7996], [-2.0467, -5.5825, -3.6533], [-3.7648, 4.4140, 0.7588], [-0.8894, -1.5328, 3.8653], [-8.9913, -0.2356, -0.3571], [-5.7245, -0.3239, 1.3184], [-0.1474, 4.2501, -5.0727], [1.1281, -3.9662, 1.4160], [-7.0596, -0.0986, 5.0835], [-8.5995, 1.9497, -0.8884], [0.8101, 4.3867, 0.0716], [-1.3668, 8.9820, -1.6320], [4.6110, -3.2029, -4.8148], [-4.3564, -2.1522, -4.2192], [4.9408, 0.8161, 6.1015], [7.7648, -2.2674, 1.1792], [5.1941, 2.6317, 0.7923], [4.2297, 2.8217, -0.2309], [1.5196, -8.2519, -3.8385], [-5.5809, 0.1682, 5.3089], [6.4497, 0.8229, 1.1763], [-6.5384, 0.3367, 1.5991], [-7.4523, 1.4780, -2.5713], [4.6957, -5.2131, 1.3387], [4.7271, -5.3585, 3.8040], [-4.0334, 3.8412, 1.6398], [1.4145, -9.3086, -3.9721], [-6.1990, -1.2883, 1.0459], [4.4888, -3.4633, 1.4845], [-1.6630, 9.9225, 3.2046], [-0.6747, 8.1833, 0.2267], [5.7088, -4.4970, -3.4635], [-4.6377, 5.4788, -0.8448], [-1.2858, -4.1618, -2.0442], [3.1786, -1.2929, 1.6715], [4.5928, -0.7407, 7.5424], [-4.1214, 9.1795, 3.0333], [-9.8590, 1.4124, 0.8040], [1.1403, 1.0761, 1.7539], [-4.3441, 3.8508, 5.4432], [2.4809, -5.5187, 0.5863], [2.0161, -2.7094, -2.7056], [0.6315, -3.2613, -8.8799], [-5.0134, -0.7802, 5.3078], [-4.5939, -1.9099, -5.2769], [-2.4418, 0.7184, -2.7999], [-3.4019, 6.7471, 5.1378], [-1.4037, -5.1443, -4.4439], [-2.1161, 7.4820, -0.4118], [-4.6805, 1.1961, 0.4619], [4.9108, -3.8746, -5.5874], [-3.0588, 3.7861, 0.2513], [3.2762, -0.9617, -3.5380], [-1.5126, -2.2871, 4.3759], [0.3928, -8.4241, -2.0304], [-0.3620, -1.0506, 4.6907], [-7.5176, 0.8398, 4.6875], [5.2450, 0.9478, 5.0016], [8.3302, -2.9308, -0.7722], [-2.3166, -1.2024, -3.7917], [-2.3506, -5.5154, -1.5615], [0.4723, 5.2386, 1.9018], [-3.0806, -5.1937, -3.7138], [0.8509, -5.4888, 5.4098], [3.6867, 3.7635, -0.4733], [0.7993, -5.4854, 7.2047], [1.2802, -4.2024, 2.4784], [-2.0004, -6.6392, -3.6919], [7.9141, 1.7088, -4.3835], [-2.5732, -1.9929, -1.5925], [2.1503, -0.7833, 3.1355], [1.6822, -3.0388, 1.2796], [-0.3197, 4.5436, -6.1064], [-4.1969, -0.3595, -0.1278], [-1.0019, -2.3249, -4.9559], [-7.4640, -0.3288, 6.1180], [-1.2328, -1.6885, -7.5541], [0.6880, -7.8575, -4.3319], [3.1670, -4.4516, 3.3217], [0.8373, -5.9429, 0.6899], [0.6323, 3.5148, -4.9565], [0.5537, 3.5452, 2.0944], [6.8404, -2.0206, 1.6942], [3.5690, -2.9910, -4.9900], [-5.3002, 5.2690, 4.6698], [8.4978, -1.4662, 1.0637], [-3.2038, 1.9564, -1.7779], [2.3352, -5.7817, 6.3903], [2.0241, -1.2254, -4.5786], [-0.5876, 9.6804, -1.9534], [3.9368, 1.1352, 6.2796], [5.0935, -0.2046, -0.5504], [-4.7465, 5.2067, 6.4323], [-9.3961, -1.1289, 0.1032], [7.7311, 0.2070, -2.3205], [2.5132, -8.0132, -4.2060], [0.7860, -3.1635, 6.0868], [1.7390, -4.7713, -6.9903], [1.3012, 5.2594, -0.4263], [-8.5169, 3.0142, -0.9288], [-0.5623, 6.1863, -4.0934], [-1.4927, 9.6158, 1.4307], [5.6277, 3.4258, 1.3711], [3.4382, 0.2445, 2.3800], [-2.0487, -1.1121, 2.1519], [3.5543, 1.2996, -1.7057], [-4.6644, -3.3905, -1.1870], [-1.2333, 0.3240, 2.7500], [1.9715, -3.3388, 7.3474], [6.1748, 1.4703, -4.6418], [5.8746, -1.1594, 6.3167], [-3.8138, 8.7476, 1.3517], [-2.6000, 10.8405, 2.0800], [1.3396, 3.5612, -0.3793], [-2.0934, 9.6345, -1.0743], [8.1940, -3.1070, 1.6881], [3.9037, -4.3136, -3.0017], [-5.8667, 5.0037, 0.5053], [-5.4520, 0.7049, 6.2561], [1.9062, 0.2227, -3.6218], [-7.8859, -0.8978, -2.3358], [-5.1585, 3.8523, -0.7051], [0.0891, -3.5683, 1.2239], [6.8422, -3.7064, -0.2906], [0.7994, -4.0082, -4.8332], [-0.1106, -1.9575, 3.1751], [0.5119, -1.9299, -3.0291], [5.9454, -4.3157, 2.0480], [-5.6952, 0.3635, -0.7104], [-7.3022, -1.0026, 4.5156], [2.0948, 0.5173, 0.3418], [-1.0852, 3.7202, -4.8725], [-2.0790, 0.3641, -0.1465], [-2.4423, 5.3213, 5.4980], [5.2449, -2.3386, -4.9451], [-1.6101, 2.2953, -2.4378], [-1.3171, 1.9508, -0.1376], [6.2456, 1.2485, -2.0807], [-1.8800, 8.5926, -2.5110], [1.1349, 5.6798, -4.1821], [2.0785, -8.8326, -1.8374], [-6.0419, -3.4370, -3.3608], [7.4208, 0.1893, -4.7024], [2.0540, 4.3141, 1.7503], [5.6165, 1.4687, 6.6092]],
  "forces_ev_per_a": [[0.8, 1.9, -0.2], [-1.3, -1.6, -0.2], [-2.5, -0.5, 0.6], [0.5, 0.5, -0.2], [0.6, 0.1, -0.3], [-0.7, 0.0, 0.5], [-1.6, 0.7, 1.7], [-0.1, -0.8, 0.4], [-0.5, -0.8, 0.3], [-0.6, 1.4, 0.8], [0.1, 1.1, 0.1], [-1.0, -0.3, -0.6], [0.1, 0.1, -0.3], [0.4, -0.8, -0.6], [0.7, -0.1, 0.7], [-0.7, 0.0, 0.3], [-0.2, -0.3, 0.9], [-0.1, -0.1, 0.5], [-0.3, -1.5, -0.5], [0.0, -0.3, -0.1], [-0.3, 0.4, -1.1], [0.3, 0.1, 0.0], [2.7, -0.5, -0.4], [1.0, 0.9, 1.0], [0.4, 0.1, 0.4], [1.1, -1.2, 0.7], [-0.1, -0.4, -0.6], [-0.7, 0.1, -1.0], [0.2, 0.7, 1.5], [-0.2, 0.1, 0.3], [-0.7, 0.3, -0.2], [2.2, 0.9, 0.1], [-0.3, 0.1, -0.6], [-0.2, -0.3, -0.3], [1.4, -0.1, -0.9], [-0.8, -0.2, -0.4], [0.3, 0.8, -2.4], [1.4, -1.0, -2.1], [-0.4, -1.0, -2.0], [-0.9, 0.4, 1.9], [0.8, -1.1, -0.8], [-0.2, -0.6, 1.0], [0.6, -0.6, 0.5], [2.2, 1.1, -0.7], [-0.6, 1.2, 0.4], [-0.2, -1.4, 1.7], [-1.4, 1.3, 0.4], [-0.4, -0.1, 0.5], [0.4, -1.1, 1.6], [-2.1, -0.3, -1.0], [0.6, -0.7, -1.0], [1.3, -0.1, 0.7], [-1.5, -0.7, -0.1], [1.2, 0.2, -1.6], [0.0, 1.9, -0.9], [0.1, -0.6, -0.2], [-1.9, -0.7, -1.6], [-0.2, 1.0, -0.2], [-0.8, -0.6, 0.7], [1.6, -1.3, 0.2], [0.8, -0.1, 0.5], [0.0, -0.2, 0.4], [-0.8, -0.5, 0.4], [0.7, 0.0, 1.3], [-0.6, -1.4, 0.8], [0.0, -0.5, 0.8], [0.4, 0.2, 0.3], [-0.1, 0.3, 1.4], [1.4, -0.9, 1.5], [-0.5, -0.7, 1.5], [-0.1, -0.1, -0.3], [1.1, -0.2, 0.4], [0.1, 0.4, 0.8], [1.2, -0.8, -0.2], [-1.4, -1.6, -0.1], [-0.4, -0.3, -2.7], [-0.4, 0.4, 1.3], [-1.3, 1.7, 1.0], [0.2, 2.4, 0.0], [-0.7, -0.3, 0.5], [1.0, -0.2, -0.4], [0.6, 0.2, -2.7], [-2.4, -1.7, 0.0], [-1.3, -0.5, 0.0], [-0.7, 1.2, -0.2], [-0.5, 0.4, 1.2], [-0.9, -0.1, 0.7], [1.9, 0.3, -0.9], [-1.1, 1.2, 0.0], [-0.4, -0.6, -0.1], [-0.2, 1.0, -1.1], [0.3, -0.5, -2.7], [-0.7, -0.7, -1.1], [0.7, 0.6, -0.1], [-0.8, 0.6, 0.1], [0.8, -1.3, 0.6], [0.5, -0.4, 0.0], [0.5, -0.3, 0.7], [-0.2, 0.1, 0.5], [-0.3, 0.0, 0.3], [-0.3, 0.0, 0.0], [-0.4, 0.0, 0.5], [-0.2, -0.1, 0.2], [0.0, -1.0, -0.5], [0.2, 0.4, 0.4], [0.1, 0.3, -0.3], [0.2, -0.3, -0.1], [0.7, 0.1, 0.5], [-0.6, 0.2, 0.1], [-0.5, 0.3, 0.4], [-0.4, 0.9, -0.4], [-0.7, 0.2, 0.3], [0.7, -0.1, -1.1], [0.0, 0.2, 0.1], [-0.3, 0.4, 0.6], [0.3, -0.3, -0.2], [-0.1, 0.2, -0.5], [0.6, 0.2, 0.5], [0.1, 0.0, 0.6], [-0.3, 0.3, 0.2], [-0.2, 0.4, 0.3], [0.1, -0.4, 1.0], [0.2, 0.3, 0.5], [-0.1, 0.3, 0.2], [-0.5, -0.3, 0.3], [0.4, -0.6, -0.2], [0.1, 0.3, -0.4], [0.2, -0.7, -0.7], [0.4, 0.1, -0.5], [1.1, 0.5, 0.4], [0.2, 0.0, -0.8], [-0.5, 0.2, 0.0], [0.0, 0.4, -0.2], [0.0, -1.0, 0.3], [-0.8, -0.2, 1.4], [0.3, -0.2, -0.2], [-0.5, 0.2, -0.6], [0.1, 0.6, -0.2], [0.1, 1.2, 1.0], [0.4, -0.3, -0.5], [0.3, 0.0, 0.4], [0.7, -1.0, 0.2], [0.3, 0.2, -0.6], [-0.4, -0.3, -0.3], [-0.2, -1.1, -0.2], [0.1, 1.0, 0.6], [0.8, 0.2, 0.6], [0.6, 0.1, -0.9], [0.6, -0.2, -0.3], [0.7, 0.4, -0.1], [0.0, -0.2, -0.2], [0.4, 0.2, -0.6], [0.2, 0.5, -1.1], [-0.1, 0.7, -0.4], [-0.9, 1.3, -1.1], [0.4, -1.1, -0.3], [-0.2, 0.3, -0.7], [0.4, -0.2, -0.4], [-0.2, -0.3, -0.2], [0.1, 0.5, 0.2], [-0.3, 0.5, 0.0], [0.7, -0.9, 1.4], [-0.3, 0.0, 0.4], [-0.3, 0.1, 0.2], [0.0, 0.2, -0.1], [-0.6, -0.5, -1.8], [0.4, -0.6, 0.3], [-0.6, 0.7, -0.2], [-0.2, 0.2, 0.3], [-0.5, 0.3, 0.5], [0.1, 0.2, -0.1], [-0.9, 0.8, -0.5], [-0.2, 0.5, -0.1], [-1.3, 0.4, -0.1], [-0.3, 0.1, 0.0], [0.1, -0.3, 1.0], [0.0, 0.3, 0.0], [-0.4, 0.6, -0.6], [0.2, -0.1, 0.0], [0.0, 0.0, 0.3], [-0.3, 0.1, 0.2], [-0.4, 0.0, -0.3], [-0.7, -0.3, -0.4], [0.0, 0.1, 0.5], [0.0, 0.5, 0.1], [0.2, -0.5, -1.3], [-0.7, 0.4, -0.6], [0.6, 0.1, 0.3], [-0.4, 0.3, -0.5], [0.3, 0.1, -0.2], [-0.1, -0.7, -0.1], [0.4, -0.4, -0.6], [0.5, -0.3, 0.6], [0.8, -0.2, -1.1], [0.4, 0.3, -0.3], [0.1, -0.3, -0.2], [0.1, -0.3, 0.2], [-0.2, 0.3, 0.8], [-0.3, 0.3, 0.5], [0.7, -0.9, 0.3], [-0.4, 0.1, 0.4], [0.6, -0.9, 1.9], [-0.7, 0.0, 0.8], [0.1, 0.2, 0.6], [1.4, 0.4, 0.2], [-0.5, -0.2, -0.2], [0.3, 0.5, -0.4], [0.2, 0.4, 0.0], [0.0, 0.2, 0.5], [0.7, -0.1, -0.7], [1.1, -0.1, 1.0], [0.0, 0.4, 0.1], [-0.3, 0.0, -0.5], [-0.1, -0.9, -0.8], [0.8, 0.5, -0.7], [-0.1, 0.1, -0.1], [0.1, 0.3, 0.1], [-0.5, 0.6, -0.6], [0.6, 0.8, -0.2], [-0.6, -0.2, -0.3], [1.2, 0.5, 0.5], [0.5, 0.0, 0.9]],
  "lowdin_charge": [0.3347, 0.3777, 0.3056, 0.3908, 0.3737, 0.4570, 0.4051, -0.2272, -0.1685, -0.1917, -0.1587, -0.2086, -0.2267, -0.2094, -0.1567, -0.2022, -0.1633, -0.2245, -0.2417, -0.1833, -0.1796, -0.1515, -0.2572, -0.1952, -0.2432, -0.1493, -0.1920, -0.1539, -0.1331, -0.2195, -0.1848, -0.2169, -0.2107, -0.1781, -0.1692, 0.0333, 0.0197, -0.0272, 0.0157, -0.1133, -0.0665, -0.2572, -0.1249, -0.0889, -0.1462, -0.2321, -0.0670, -0.1106, -0.2333, -0.0814, -0.1257, -0.1613, -0.0661, -0.2742, -0.2062, -0.2410, -0.0252, -0.2252, -0.1464, -0.2309, -0.1477, -0.0497, -0.0695, -0.2613, -0.2217, -0.2097, -0.2350, -0.2153, -0.2595, -0.2608, -0.1598, -0.0271, -0.1257, -0.0601, -0.1425, -0.2717, -0.0386, -0.2438, -0.0377, -0.2749, -0.0711, -0.0925, -0.2844, -0.0641, -0.0584, -0.0790, -0.1505, -0.2821, -0.0733, -0.0616, -0.1052, -0.0756, -0.0686, -0.1006, -0.1003, -0.0646, -0.2603, 0.1014, 0.1177, 0.1548, 0.0818, 0.1275, 0.0888, 0.0776, 0.1289, 0.0751, 0.0837, 0.0955, 0.1205, 0.0675, 0.0913, 0.0730, 0.1397, 0.1160, 0.0783, 0.1226, 0.0792, 0.0983, 0.0874, 0.0913, 0.1169, 0.1062, 0.0593, 0.1151, 0.0744, 0.1045, 0.0572, 0.0743, 0.0849, 0.0384, 0.0865, 0.1164, 0.0735, 0.0951, 0.1045, 0.1032, 0.0921, 0.1281, 0.0679, 0.0846, 0.0815, 0.1036, 0.0892, 0.0674, 0.0644, 0.0776, 0.0671, 0.0884, 0.0496, 0.0813, 0.0715, 0.0878, 0.0911, 0.0818, 0.0614, 0.0905, 0.1270, 0.0749, 0.0715, 0.0676, 0.0600, 0.1050, 0.0881, 0.0687, 0.0800, 0.0441, 0.0799, 0.0676, 0.1182, 0.0722, 0.0841, 0.1323, 0.0970, 0.0878, 0.1082, 0.1160, 0.1075, 0.1064, 0.0447, 0.0862, 0.0693, 0.1075, 0.1045, 0.1075, 0.1013, 0.1435, 0.0733, 0.1065, 0.1048, 0.0831, 0.0919, 0.0919, 0.0707, 0.1151, 0.0716, 0.1190, 0.0924, 0.1067, 0.0731, 0.0945, 0.1077, 0.0321, 0.0669, 0.1088, 0.0489, 0.0674, 0.0713, 0.0740, 0.0811, 0.0964, 0.1060, 0.0730, 0.0654, 0.1252, 0.1041, 0.0815, 0.1188, 0.1396, 0.1019, 0.0857, 0.0588, 0.0652]
}